The following is a quantum chemistry calculation of C40H47As3CsN7O2P as an isolated structure at a distorted geometry, from the OMol25 dataset.

Last column: Löwdin charge in e.
Cartesian coordinates (Å):
1 Cs 0.58450 -1.40747 0.86086  1.081
2 O 1.36297 0.68191 1.91488  -0.480
3 C 2.05212 0.06677 2.78712  -0.803
4 O 2.97782 -0.71594 2.54308  -0.063
5 C 1.59585 0.31699 4.20208  -0.143
6 C 2.41114 0.08531 5.30039  -0.024
7 C 1.95005 0.35271 6.57880  -0.090
8 C 0.65837 0.83213 6.75559  -0.088
9 C -0.16863 1.04241 5.66234  -0.073
10 C 0.28880 0.80051 4.36704  -0.276
11 P -0.72382 1.06293 2.84781  1.067
12 C -2.38811 1.31485 3.67383  -0.364
13 C -2.98486 0.11869 4.08928  -0.129
14 C -4.26054 0.09200 4.62575  -0.096
15 C -4.98757 1.27028 4.73378  -0.106
16 C -4.42063 2.46266 4.31484  -0.092
17 C -3.13172 2.48549 3.79158  -0.086
18 C -0.36093 2.82468 2.48688  -0.353
19 C 0.58391 3.58956 3.16336  -0.062
20 C 0.79396 4.91563 2.80847  -0.087
21 C 0.05214 5.49897 1.79144  -0.104
22 C -0.90033 4.74660 1.11792  -0.095
23 C -1.08754 3.41414 1.45106  -0.137
24 H 3.41066 -0.29580 5.13128  0.114
25 H 2.59137 0.19180 7.43686  0.095
26 H 0.29307 1.04626 7.75306  0.097
27 H -1.17472 1.40784 5.81877  0.101
28 H -2.42074 -0.80514 3.98479  0.098
29 H -4.69872 -0.84547 4.94642  0.099
30 H -5.99234 1.25622 5.13664  0.096
31 H -4.98486 3.38466 4.39126  0.096
32 H -2.70960 3.43292 3.48180  0.093
33 H 1.16306 3.14725 3.96340  0.106
34 H 1.54786 5.49970 3.32327  0.097
35 H 0.21423 6.53705 1.52790  0.093
36 H -1.49312 5.20457 0.33480  0.099
37 H -1.81233 2.80808 0.91574  0.103
38 N -2.39366 -4.71429 2.04600  0.115
39 C -2.07719 -4.63857 3.37215  -0.091
40 C -0.77848 -4.21881 3.42052  -0.144
41 N -0.30105 -4.02273 2.15598  0.024
42 C -1.29628 -4.31422 1.34562  -0.326
43 C -1.26101 -4.26866 -0.10796  -0.323
44 N -0.19461 -4.06713 -0.85439  0.070
45 C -0.62642 -4.15740 -2.14816  -0.158
46 C -1.96746 -4.41424 -2.18417  -0.088
47 N -2.36151 -4.49507 -0.87891  0.119
48 H -3.32763 -4.84443 1.66987  0.108
49 H -2.78340 -4.89371 4.14277  0.108
50 H -0.15671 -4.05208 4.28486  0.101
51 H 0.05667 -4.05038 -2.97567  0.091
52 H -2.65271 -4.53983 -3.00388  0.108
53 H -3.31389 -4.57905 -0.54250  0.096
54 C 3.85336 -2.72587 -1.83115  -0.318
55 As 2.96393 -0.97791 -1.73686  1.109
56 C 4.64241 0.05593 -1.73745  -0.310
57 C 2.60489 -0.91540 -3.69327  -0.349
58 C 1.47879 0.01979 -4.15777  -0.657
59 C 1.97709 1.46505 -4.19029  -0.059
60 C 0.25968 -0.15166 -3.22169  -0.367
61 As -0.13374 0.80393 -1.48167  1.064
62 C -1.29666 2.17312 -2.31863  -0.314
63 C 1.28267 2.10463 -1.05016  -0.333
64 C 1.00642 -0.40578 -5.56291  -0.386
65 As 2.05791 -0.32847 -7.25409  1.114
66 C 3.96551 -0.30457 -6.75332  -0.365
67 C 1.89736 1.59884 -7.65213  -0.359
68 H 4.58069 -2.76167 -2.64362  0.024
69 H 3.10331 -3.50382 -1.97679  0.014
70 H 4.36463 -2.92069 -0.88820  0.024
71 H 5.24443 -0.17763 -2.61630  0.020
72 H 5.19963 -0.21312 -0.83969  0.024
73 H 4.44601 1.12725 -1.70369  0.010
74 H 2.34050 -1.94108 -3.97179  0.075
75 H 3.54023 -0.67020 -4.20076  0.047
76 H 2.42592 1.72631 -3.23407  0.050
77 H 1.15621 2.15356 -4.40275  0.088
78 H 2.73702 1.58945 -4.96190  0.045
79 H 0.21583 -1.20912 -2.93464  0.038
80 H -0.66026 0.02680 -3.78542  0.057
81 H -0.72290 2.80864 -2.99485  0.010
82 H -1.74072 2.80089 -1.54541  0.000
83 H -2.10451 1.69665 -2.87423  0.016
84 H 1.39272 2.91726 -1.76759  0.020
85 H 2.23772 1.61053 -0.88127  -0.023
86 H 0.97845 2.52379 -0.09008  -0.001
87 H 0.11852 0.17738 -5.83097  0.062
88 H 0.67302 -1.44668 -5.50639  0.056
89 H 4.25668 -1.26572 -6.33228  0.010
90 H 4.20706 0.48709 -6.04556  0.005
91 H 4.54168 -0.14337 -7.66499  0.010
92 H 0.85774 1.90913 -7.54684  0.014
93 H 2.20150 1.78466 -8.68236  0.005
94 H 2.51327 2.21381 -6.99694  0.007
95 N -2.36335 -0.76299 0.26123  0.052
96 C -3.41215 -1.13299 0.58627  -0.223
97 C -4.71772 -1.59067 0.87775  -0.290
98 C -4.99829 -2.93834 0.69119  -0.260
99 N -5.17756 -4.07553 0.52470  0.095
100 C -5.75369 -0.71976 1.27657  -0.262
101 N -6.63666 -0.04263 1.58684  0.116

gap between HOMO and LUMO = 7.0 eV
ΔE to the lowest compared entry with this formula, charge and spin = 1.380 eV
total charge = -1
HOMO = -0.186 Ha
multiplicity = 1
energy = -249123.109 eV
LUMO = 1.95 eV